Molecular formula: C25H56Cd2Cl4O13S9
Method: DFT, ωB97M-V/def2-TZVPD

Results
Calculated total energy in hartree: -7723.243078
Charge: +2

Each line ends with the Mulliken charge.
Element x y z (Å)
Cd  1.4057  2.0243  -2.3790  1.361
Cd  -1.7933  -2.3647  3.3473  0.974
C  -1.4228  -0.3380  -0.4119  -1.486
C  -1.1950  -1.0124  0.7941  0.229
C  0.0572  -0.7853  1.6640  1.063
O  0.0490  -1.1368  2.8845  -1.135
C  1.0300  0.0721  1.2519  -1.086
C  1.0162  0.6916  -0.0475  1.472
C  -0.3188  0.4479  -0.9646  0.853
O  -0.2705  1.0734  -2.0062  -0.806
O  2.0243  1.2393  -0.5388  -1.404
O  -2.2944  -1.6175  1.2018  -0.814
H  -2.3207  -0.4199  -1.0064  0.681
H  1.8307  0.3777  1.9092  0.641
C  0.5767  -6.0512  2.8145  -1.034
S  -0.1861  -4.8916  1.5341  0.231
O  -0.8205  -3.8055  2.3689  0.022
C  1.3501  -4.0457  0.9213  -0.624
H  0.8218  -5.4700  3.7035  0.306
H  1.5260  -6.4487  2.4554  0.449
H  -0.0710  -6.9118  2.9813  0.362
H  1.9535  -4.6997  0.2918  0.610
H  2.0614  -3.6515  1.6470  0.100
H  0.9575  -3.3426  0.1866  0.016
C  -3.8886  -6.0750  1.9511  -0.731
S  -4.1598  -4.8759  3.2793  0.338
O  -3.3526  -3.6584  2.8587  -0.324
C  -3.0874  -5.7023  4.6203  -0.667
H  -2.8435  -6.1466  1.6499  0.122
H  -4.5085  -5.7492  1.1158  0.343
H  -4.2029  -7.0181  2.3982  0.441
H  -2.9507  -5.0094  5.4505  0.332
H  -2.1042  -5.8487  4.1730  -0.007
H  -3.5092  -6.6619  4.9191  0.404
C  3.8415  -1.2610  3.0315  -0.517
S  4.3452  -2.2302  4.4986  0.467
O  4.8526  -1.2080  5.4928  -0.616
C  2.6560  -2.6523  5.2171  -0.541
H  4.6721  -0.6040  2.7733  0.193
H  3.1848  -0.4708  3.3952  0.121
H  3.3666  -1.8310  2.2329  0.268
H  2.0026  -1.8280  4.9315  0.035
H  2.7286  -2.6514  6.3047  0.446
H  2.4055  -3.6460  4.8458  0.116
C  -1.7834  4.4504  -2.3029  -0.396
S  -0.3925  4.6437  -1.1809  0.495
O  0.6522  3.5096  -1.4736  -0.653
C  0.1230  6.1715  -2.1536  -0.918
H  -2.4188  5.3331  -2.2306  0.576
H  -2.3273  3.5825  -1.9300  -0.124
H  -1.5024  4.2141  -3.3292  0.078
H  -0.6743  6.8960  -2.3191  0.451
H  0.2454  5.8293  -3.1812  0.009
H  0.9235  6.7701  -1.7190  0.383
C  -4.9406  2.0838  -0.2836  -0.825
S  -5.4430  2.7006  1.3789  0.509
O  -6.9546  2.9321  1.3025  -0.620
C  -4.8439  1.3182  2.5119  -0.868
H  -5.2769  1.0799  -0.5427  0.450
H  -3.8825  1.8982  -0.4683  0.105
H  -5.4164  2.8202  -0.9311  0.364
H  -4.8507  1.4638  3.5921  0.467
H  -3.8908  0.8426  2.2808  0.010
H  -5.5719  0.5253  2.3403  0.405
C  0.9526  2.0185  -6.4325  -0.968
S  0.2802  3.4107  -5.3847  0.432
O  0.4442  2.8407  -3.9675  0.198
C  1.6975  4.5935  -5.6575  -1.120
H  2.0194  1.8435  -6.2931  0.347
H  1.0641  2.2760  -7.4858  0.539
H  0.4213  1.0673  -6.4003  0.118
H  1.9958  4.6353  -6.7050  0.432
H  2.5215  4.4214  -4.9650  0.338
H  1.3510  5.5948  -5.4020  0.353
C  -0.3721  2.7928  2.6283  -0.670
S  -1.5091  4.2146  2.8474  0.382
O  -2.2504  4.2505  1.5836  -0.472
C  -2.5093  3.4607  4.2024  -0.794
H  -0.9035  2.1644  1.9136  -0.051
H  -0.0704  2.2854  3.5447  0.487
H  0.5175  3.1904  2.1398  0.287
H  -3.3113  4.1483  4.4708  0.379
H  -1.7598  3.3677  4.9883  0.446
H  -2.9520  2.5142  3.8922  0.000
C  5.7635  0.3207  -1.5048  -0.843
S  5.6588  0.1650  0.3319  0.635
O  7.0513  -0.2841  0.8176  -0.670
C  5.4906  1.9272  0.8734  -0.647
H  5.7775  -0.6494  -2.0016  0.319
H  6.6419  0.8986  -1.7923  0.453
H  4.8118  0.8002  -1.7336  0.013
H  5.5899  2.0832  1.9475  0.381
H  4.4271  2.0301  0.6575  -0.050
H  6.2143  2.3983  0.2082  0.379
C  0.9528  -1.6310  -4.9775  -0.845
S  2.3571  -0.9110  -4.0292  0.372
O  1.9590  0.4009  -3.4459  -0.247
C  2.5685  -1.8844  -2.5294  -0.447
H  0.9073  -2.7026  -4.7836  0.412
H  1.0864  -1.3949  -6.0332  0.358
H  0.0427  -1.1544  -4.6133  0.187
H  3.4726  -1.6284  -1.9770  0.142
H  2.8014  -2.8795  -2.9084  0.512
H  1.7556  -1.9046  -1.8036  -0.145
C  -4.0320  -0.3892  -4.6977  0.281
Cl  -5.1138  -1.4676  -5.5058  -0.063
Cl  -3.1704  -1.4166  -3.4745  -0.093
Cl  -2.8949  0.4020  -5.7726  -0.074
Cl  -4.9354  0.9106  -3.8726  -0.085